# 1
An isolated molecule of C20H29FN2O, computed with ωB97M-V/def2-TZVPD.

Molecular weight   332.46 g/mol
LUMO   0.769 eV
Total energy   -1064.1136 Ha
Kohn-Sham gap   0.3437 Ha
Structure (SMILES)   C=CCC(=O)N(CC)C[C@H]1CCCN(CCc2cccc(F)c2)C1
Energy above the lowest of the compared OMol25 structures with the same formula, charge and spin   0.018 eV

Cartesian coordinates (Å):
C 0.46 2.96 0.36
C 1.69 3.25 0.00
C 2.90 2.88 0.81
C 2.87 1.40 1.19
O 2.59 1.04 2.31
N 3.15 0.51 0.20
C 3.57 0.86 -1.14
H 3.09 1.79 -1.44
C 5.09 0.98 -1.26
H 5.36 1.24 -2.28
H 5.47 1.75 -0.59
H 5.57 0.04 -1.00
H 3.22 0.07 -1.81
C 3.08 -0.91 0.51
H 3.10 -0.99 1.60
H 3.96 -1.41 0.10
C 1.81 -1.57 -0.02
C 1.78 -3.05 0.36
C 0.47 -3.67 -0.14
C -0.72 -2.88 0.40
N -0.63 -1.50 -0.02
C -1.83 -0.74 0.30
H -1.59 0.32 0.25
C -2.96 -1.02 -0.71
C -4.09 -0.06 -0.49
C -5.16 -0.40 0.32
C -6.17 0.51 0.54
C -6.15 1.78 -0.02
C -5.07 2.12 -0.82
C -4.06 1.22 -1.05
H -3.22 1.49 -1.68
H -5.04 3.10 -1.27
H -6.95 2.47 0.18
F -7.21 0.16 1.33
H -5.22 -1.38 0.77
H -3.32 -2.04 -0.61
H -2.54 -0.89 -1.72
H -2.20 -0.96 1.32
C 0.56 -0.88 0.52
H 0.57 0.17 0.21
H 0.58 -0.91 1.62
H -1.64 -3.31 0.01
H -0.74 -2.96 1.50
H 0.45 -3.63 -1.23
H 0.40 -4.71 0.17
H 2.63 -3.58 -0.07
H 1.83 -3.14 1.45
H 1.79 -1.50 -1.12
H 2.88 3.43 1.76
H 3.82 3.13 0.29
H 1.87 3.78 -0.92
H -0.40 3.23 -0.23
H 0.26 2.43 1.29

Atom charges from the Löwdin analysis, given in e for atoms 1 to 6: number 1, C, carries 0.009; number 2, C, carries -0.181; number 3, C, carries -0.104; number 4, C, carries -0.478; number 5, O, carries 0.054; number 6, N, carries -0.063


# 2
An isolated molecule of C20H29FN4O, computed with ωB97M-V/def2-TZVPD.

Molecular weight   360.48 g/mol
LUMO   0.670 eV
Total energy   -1173.6128 Ha
Kohn-Sham gap   0.3361 Ha
Structure (SMILES)   CC(C)c1cc(CN2CCN(Cc3ccc(F)cc3)[C@H](CCO)C2)[nH]n1
Energy above the lowest of the compared OMol25 structures with the same formula, charge and spin   0.145 eV

Cartesian coordinates (Å):
C 5.12 1.27 -0.10
H 6.00 1.85 0.17
H 4.63 1.76 -0.94
H 4.44 1.25 0.74
C 5.53 -0.15 -0.49
C 4.34 -0.94 -0.92
N 4.24 -1.44 -2.14
N 3.07 -2.08 -2.18
C 2.40 -2.01 -1.01
C 3.20 -1.27 -0.16
H 2.98 -1.00 0.85
C 1.06 -2.62 -0.80
N 0.04 -1.60 -0.62
C -0.14 -0.78 -1.80
C -1.13 0.34 -1.52
N -2.37 -0.24 -1.07
C -3.55 0.61 -1.15
C -3.61 1.81 -0.24
C -2.87 2.95 -0.53
C -2.88 4.04 0.32
C -3.66 3.99 1.46
C -4.42 2.88 1.77
C -4.39 1.80 0.91
H -4.99 0.92 1.14
H -5.02 2.87 2.66
F -3.68 5.05 2.30
H -2.30 4.93 0.11
H -2.27 2.99 -1.43
H -4.42 -0.03 -0.95
H -3.61 0.95 -2.19
C -2.20 -1.03 0.14
C -1.23 -2.16 -0.22
H -1.68 -2.77 -1.02
H -1.08 -2.80 0.65
C -1.66 -0.26 1.37
H -0.58 -0.24 1.31
H -2.04 0.76 1.37
C -2.07 -0.91 2.69
O -3.44 -0.76 3.00
H -3.96 -1.13 2.28
H -1.80 -1.98 2.69
H -1.54 -0.43 3.52
H -3.18 -1.47 0.37
H -0.69 1.04 -0.79
H -1.32 0.89 -2.45
H -0.51 -1.39 -2.65
H 0.83 -0.35 -2.08
H 1.08 -3.23 0.11
H 0.82 -3.29 -1.66
H 2.78 -2.55 -3.02
C 6.24 -0.85 0.67
H 6.54 -1.86 0.38
H 5.59 -0.91 1.53
H 7.13 -0.29 0.95
H 6.21 -0.11 -1.35

Atom charges from the Löwdin analysis, given in e for atoms 1 to 6: number 1, C, carries -0.070; number 2, H, carries 0.074; number 3, H, carries 0.079; number 4, H, carries 0.075; number 5, C, carries -0.382; number 6, C, carries -0.306


# 3
A structure of composition C20H29MnN2O10 at a distorted geometry, computed with ωB97M-V/def2-TZVPD.

Total charge   +1
Molecular weight   512.39 g/mol
LUMO (spin up / spin down)   -5.255 / -5.271 eV
Total energy   -2792.1584 Ha
2S+1   6
Kohn-Sham gap (spin up / spin down)   0.1825 / 0.1819 Ha
Energy above the lowest of the compared OMol25 structures with the same formula, charge and spin   2.261 eV

Cartesian coordinates (Å):
Mn 1.59 2.39 0.11
O 0.56 1.16 -1.05
H -0.28 0.79 -1.41
C 3.51 -3.36 2.89
C 2.45 -2.27 3.01
C 2.89 -1.26 4.10
O 2.79 -0.01 3.40
C 2.49 -0.20 2.12
O 2.28 0.68 1.31
O 2.46 -1.50 1.85
H 3.71 -3.82 3.86
H 4.46 -2.90 2.63
H 3.20 -4.07 2.11
H 1.48 -2.67 3.31
H 3.92 -1.41 4.42
H 2.21 -1.30 4.95
C -3.48 1.71 3.98
C -2.99 1.39 2.60
C -3.82 1.93 1.44
O -2.92 2.85 0.83
C -1.64 2.63 1.25
O -0.59 2.93 0.67
O -1.69 1.93 2.39
H -2.87 1.30 4.79
H -4.45 1.25 4.12
H -3.58 2.77 4.22
H -3.11 0.32 2.46
H -4.74 2.44 1.72
H -4.02 1.06 0.81
C -2.62 1.43 -2.57
C -2.01 2.69 -3.28
C -0.80 2.33 -4.11
O -1.06 3.00 -5.35
C -2.23 3.61 -5.29
O -2.59 4.44 -6.13
O -2.90 3.35 -4.18
H -1.86 1.09 -1.87
H -2.91 0.73 -3.36
H -3.48 1.72 -1.96
H -1.69 3.41 -2.53
H -0.59 1.27 -4.25
H 0.09 2.73 -3.62
N -0.38 -0.99 0.26
C -0.78 -1.39 1.49
C -0.97 -2.75 1.52
C -0.81 -3.14 0.17
C -0.44 -2.09 -0.60
H -0.23 -0.02 0.01
H -0.89 -0.64 2.27
H -1.20 -3.33 2.40
H -0.96 -4.15 -0.17
H -0.14 -1.88 -1.62
N 2.38 -0.89 -2.22
C 2.91 -1.95 -1.56
C 3.81 -2.60 -2.32
C 3.83 -1.89 -3.56
C 3.10 -0.75 -3.39
H 1.67 -0.28 -1.84
H 2.45 -2.23 -0.62
H 4.36 -3.49 -2.04
H 4.34 -2.12 -4.49
H 2.83 0.01 -4.10

Atom charges from the Löwdin analysis, given in e for atoms 1 to 6: number 1, Mn, carries 1.265; number 2, O, carries -0.413; number 3, H, carries -0.026; number 4, C, carries -0.003; number 5, C, carries -0.308; number 6, C, carries -0.045


# 4
An isolated molecule of C20H29N3O2, computed with ωB97M-V/def2-TZVPD.

Molecular weight   343.47 g/mol
LUMO   0.455 eV
Total energy   -1094.3278 Ha
Kohn-Sham gap   0.3251 Ha
Structure (SMILES)   Cc1ccc(NC(=O)C2CCN(C(=O)NC3CCCCC3)CC2)cc1
Energy above the lowest of the compared OMol25 structures with the same formula, charge and spin   0.213 eV

Cartesian coordinates (Å):
C 1.19 5.39 6.79
C 0.84 4.41 5.71
C 1.33 3.12 5.74
C 1.02 2.20 4.75
C 0.20 2.57 3.70
C -0.31 3.87 3.66
C 0.01 4.78 4.65
H -0.39 5.78 4.60
H -0.95 4.17 2.84
N -0.16 1.70 2.66
C 0.19 0.40 2.47
O 0.88 -0.25 3.23
C -0.36 -0.17 1.16
C 0.55 0.32 0.02
H 1.59 0.10 0.27
H 0.47 1.41 -0.09
C 0.18 -0.34 -1.30
N 0.22 -1.78 -1.18
C -0.28 -2.63 -2.14
O -0.40 -3.83 -1.95
N -0.65 -2.03 -3.31
H -0.29 -1.12 -3.52
C -1.00 -2.84 -4.46
C -2.14 -2.18 -5.25
C -1.67 -0.93 -5.98
C -0.49 -1.24 -6.89
C 0.66 -1.84 -6.09
C 0.20 -3.11 -5.37
H -0.08 -3.86 -6.10
H 1.02 -3.51 -4.76
H 1.49 -2.09 -6.76
H 1.03 -1.11 -5.37
H -0.16 -0.33 -7.40
H -0.81 -1.96 -7.66
H -2.50 -0.52 -6.57
H -1.38 -0.16 -5.26
H -2.96 -1.94 -4.57
H -2.51 -2.90 -5.98
H -1.35 -3.79 -4.04
C 0.51 -2.32 0.13
H 0.34 -3.40 0.07
C -0.40 -1.71 1.19
H -0.06 -2.05 2.18
H -1.42 -2.05 1.03
H 1.56 -2.15 0.38
H -0.84 -0.02 -1.58
H 0.88 0.00 -2.07
H -1.36 0.23 0.99
H -0.76 2.12 1.96
H 1.42 1.20 4.79
H 1.98 2.81 6.55
H 2.27 5.51 6.86
H 0.84 5.02 7.76
H 0.74 6.36 6.61

Atom charges from the Löwdin analysis, given in e for atoms 1 to 6: number 1, C, carries -0.056; number 2, C, carries -0.290; number 3, C, carries -0.038; number 4, C, carries -0.004; number 5, C, carries -0.221; number 6, C, carries -0.030


# 5
An isolated molecule of C20H29N3O3, computed with ωB97M-V/def2-TZVPD.

Molecular weight   359.47 g/mol
LUMO   0.597 eV
Total energy   -1169.5725 Ha
Kohn-Sham gap   0.3478 Ha
Structure (SMILES)   Cc1ccccc1NC(=O)NC1(C(=O)NC[C@H]2CCCO2)CCCCC1
Energy above the lowest of the compared OMol25 structures with the same formula, charge and spin   0.692 eV

Cartesian coordinates (Å):
C -4.14 -1.63 2.11
C -3.65 -1.89 0.72
C -4.49 -2.40 -0.25
C -4.04 -2.64 -1.54
C -2.72 -2.39 -1.86
C -1.86 -1.89 -0.91
C -2.31 -1.62 0.38
N -1.45 -1.11 1.36
C -0.52 -0.10 1.27
O 0.20 0.13 2.23
N -0.52 0.59 0.11
H -1.21 0.33 -0.57
C 0.25 1.78 -0.22
C -0.28 2.32 -1.55
C -1.70 2.86 -1.43
C -1.78 3.94 -0.36
C -1.31 3.38 0.98
C 0.13 2.86 0.87
H 0.44 2.46 1.83
H 0.80 3.68 0.61
H -1.35 4.15 1.75
H -1.96 2.56 1.28
H -2.80 4.31 -0.27
H -1.14 4.78 -0.64
H -2.00 3.27 -2.40
H -2.40 2.06 -1.19
H 0.39 3.12 -1.87
H -0.22 1.54 -2.30
C 1.75 1.40 -0.41
O 2.31 1.55 -1.48
N 2.34 0.93 0.70
H 1.76 0.71 1.51
C 3.68 0.40 0.69
H 4.23 0.80 1.55
H 4.16 0.72 -0.23
C 3.67 -1.14 0.78
C 3.02 -1.78 -0.46
H 2.80 -1.01 -1.20
H 2.09 -2.29 -0.21
C 4.09 -2.74 -0.98
H 3.95 -3.74 -0.56
H 4.11 -2.81 -2.07
C 5.37 -2.12 -0.42
H 6.18 -2.83 -0.28
H 5.71 -1.30 -1.06
O 5.00 -1.64 0.86
H 3.17 -1.43 1.71
H -1.55 -1.48 2.30
H -0.81 -1.73 -1.15
H -2.35 -2.59 -2.86
H -4.71 -3.03 -2.29
H -5.52 -2.61 0.00
H -5.22 -1.73 2.15
H -3.87 -0.62 2.43
H -3.71 -2.33 2.82

Atom charges from the Löwdin analysis, given in e for atoms 1 to 6: number 1, C, carries -0.041; number 2, C, carries -0.213; number 3, C, carries -0.045; number 4, C, carries -0.086; number 5, C, carries -0.080; number 6, C, carries -0.035


# 6
An isolated molecule of C20H29N3O3, computed with ωB97M-V/def2-TZVPD.

Molecular weight   359.47 g/mol
LUMO   0.758 eV
Total energy   -1169.4476 Ha
Kohn-Sham gap   0.3301 Ha
Structure (SMILES)   Cc1ccc(CN2CCNC(=O)[C@H]2CC(=O)N(C)C(C2CC2)C2CC2)o1
Energy above the lowest of the compared OMol25 structures with the same formula, charge and spin   4.090 eV

Cartesian coordinates (Å):
C -3.85 1.16 -4.53
C -2.74 0.71 -3.65
C -2.57 -0.43 -2.92
C -1.31 -0.30 -2.27
C -0.81 0.91 -2.64
O -1.68 1.53 -3.49
C 0.47 1.62 -2.30
N 0.46 2.51 -1.14
C -0.28 3.74 -1.30
H -0.02 4.19 -2.26
H 0.06 4.41 -0.50
C -1.81 3.59 -1.22
N -2.20 2.46 -0.39
C -1.39 1.56 0.19
O -1.83 0.57 0.75
C 0.10 1.90 0.13
C 0.94 0.69 0.51
H 0.53 -0.20 0.05
H 1.97 0.85 0.17
C 0.94 0.57 2.04
O 0.75 1.54 2.74
N 1.19 -0.65 2.58
C 1.09 -0.77 4.02
H 0.58 0.11 4.40
H 0.52 -1.66 4.27
H 2.09 -0.83 4.47
C 1.55 -1.86 1.85
C 2.87 -2.41 2.36
C 3.86 -2.98 1.39
C 4.14 -1.67 2.06
H 4.91 -1.63 2.81
H 4.07 -0.77 1.47
H 4.43 -3.84 1.68
H 3.60 -2.97 0.34
H 2.81 -2.90 3.33
C 0.45 -2.91 1.94
C -0.16 -3.45 0.68
C -0.96 -2.56 1.58
H -1.17 -1.55 1.26
H -1.75 -3.00 2.16
H -0.41 -4.50 0.64
H 0.18 -3.06 -0.27
H 0.59 -3.62 2.75
H 1.70 -1.59 0.80
H 0.27 2.66 0.90
H -3.18 2.24 -0.36
H -2.25 4.50 -0.80
H -2.23 3.44 -2.22
H 0.76 2.23 -3.16
H 1.24 0.87 -2.13
H -0.87 -1.02 -1.62
H -3.24 -1.26 -2.85
H -4.31 2.07 -4.14
H -3.48 1.38 -5.53
H -4.61 0.38 -4.60

Atom charges from the Löwdin analysis, given in e for atoms 1 to 6: number 1, C, carries -0.010; number 2, C, carries -0.325; number 3, C, carries -0.008; number 4, C, carries -0.016; number 5, C, carries -0.254; number 6, O, carries 0.056